{"formula": "C5H9N2O3", "method": "ωB97M-V with the def2-TZVPD basis set", "homo_ha": [-0.400, -0.563], "energy_ha": -530.687647, "lumo_ev": [-3.85, -9.16], "multiplicity": 3, "orbital_gap_ev": [7.03, 6.17], "s2": 2.01, "charge": 1, "e_above_lowest_kj_mol": 83.5, "symbols": ["C", "C", "C", "C", "C", "N", "N", "O", "O", "O", "H", "H", "H", "H", "H", "H", "H", "H", "H"], "positions_angstrom": [[-1.59652, -0.74232, -0.11235], [2.20498, -0.33819, 0.66330], [-0.40672, 0.08827, -0.64171], [0.21359, -0.47242, -1.85885], [-0.71005, 1.62394, 1.19951], [1.53661, -1.36620, 0.63476], [-0.22688, 1.24321, -0.10548], [-1.14751, -1.71218, 0.64922], [2.70088, 0.70679, 0.61005], [-2.67742, -0.35760, -0.37982], [0.81053, -1.46475, -1.67224], [0.90556, 0.13232, -2.21556], [-0.64775, -0.65524, -2.66344], [-0.31085, 1.25928, 2.13973], [-0.71067, 2.76214, 1.17694], [-1.84552, 1.53807, 1.17737], [1.66346, -2.17050, 1.21175], [0.50402, 1.90583, -0.55546], [-0.25977, -1.98046, 0.74227]]}